No. 1
Below is a structure of composition C16H20BrCoIN2OS3, with properties calculated with the ωB97M-V functional and the def2-TZVPD basis.

Values from the calculation:
Kohn-Sham gap (alpha / beta): 0.2017 / 0.2018 Eh
Lowest unoccupied orbital energy (alpha / beta): -11.5 / -11.5 eV
E_HOMO (alpha / beta): -0.624 / -0.624 Eh
Energy: -170194.0743 eV
Charge: +3
ΔE to the lowest compared entry with this formula, charge and spin: 0.4885 eV
Largest force on an atom: 1.05 eV Å⁻¹

Atoms and positions in Å:
I -1.9289 -3.8597 -3.3927
Br -0.8391 2.3862 -1.2344
Co 0.2406 0.3069 -0.0065
S 1.1786 -1.5778 0.6905
S 2.2755 1.3079 -0.1467
S 0.1889 1.0560 2.1941
O -5.7580 1.0358 -0.2812
N -1.7613 0.2382 0.0900
N 0.2346 -0.5150 -1.7941
C -3.5614 1.6116 -0.7154
C 2.0360 2.7299 0.9520
C 2.9555 -1.2414 0.4899
C -0.5678 -1.5787 -1.9869
C 0.9563 -0.6924 -4.0565
C -4.4925 0.7328 -0.1276
C 1.4534 2.3760 2.3095
C -4.0121 -0.3831 0.5800
C 0.9741 -0.2842 3.1690
C -2.6593 -0.5888 0.6642
C 0.8495 -1.6237 2.4704
C 0.9907 -0.0814 -2.8199
C -2.2483 1.2929 -0.5600
C -0.6576 -2.2382 -3.2004
C 3.3776 0.1900 0.7730
C 0.1243 -1.7824 -4.2580
H 1.6177 0.7812 -2.6500
H 4.3928 0.3600 0.4124
H 1.5142 -2.3709 2.9093
H 0.9817 3.2516 2.7548
H -3.8935 2.4915 -1.2494
H 2.9905 3.2528 1.0411
H -4.6914 -1.0774 1.0568
H 1.3664 3.3813 0.3904
H 1.5750 -0.3092 -4.8563
H 2.0103 -0.0166 3.3582
H -0.1627 -2.0269 2.5339
H -2.2654 -1.4435 1.1993
H 3.3480 0.4385 1.8307
H 2.2119 2.0275 3.0073
H 3.4922 -1.9624 1.1098
H -1.1536 -1.9143 -1.1449
H 3.1458 -1.5109 -0.5511
H 0.0847 -2.2711 -5.2232
H -6.3708 0.4143 0.1407
H 0.4567 -0.3131 4.1283

Forces on atoms 1 to 3 (eV/Å):
I 0.00 0.00 0.00
Br 0.08 -0.22 0.34
Co -0.03 1.03 -0.15

***

No. 2
Below is a structure of composition C16H20BrN2OY, with properties calculated with the ωB97M-V functional and the def2-TZVPD basis.

Values from the calculation:
Kohn-Sham gap: 0.2810 Eh
Lowest unoccupied orbital energy: -6.6 eV
E_HOMO: -0.522 Eh
Energy: -93017.0946 eV
Charge: +2
ΔE to the lowest compared entry with this formula, charge and spin: 0.0534 eV
Largest force on an atom: 0.54 eV Å⁻¹

Atoms and positions in Å:
Y -0.2420 0.3121 -0.1089
Br -0.7809 -2.3462 -1.2352
O 0.4258 0.6351 1.9159
N 1.1839 2.4534 3.0478
N 1.5216 -0.8474 -1.3179
C -0.8061 0.0898 -4.2603
C 2.7875 -0.5521 -1.6589
C 4.9863 -1.0029 -2.7858
C 1.0150 -1.9799 -1.7777
C 2.9864 -2.5555 -2.9076
C -1.4248 2.0165 -1.0509
C 0.6836 1.2577 2.9977
C 0.5104 1.8757 -2.6157
C -0.8235 1.5549 -2.3220
C -1.4521 0.6052 -3.1497
C 3.5720 -1.3779 -2.4479
C 0.4963 0.4803 -4.5692
C 1.6785 -2.8806 -2.5791
C 1.1537 1.3776 -3.7457
C 1.4429 3.0849 4.3655
C 1.4885 3.1950 1.8250
H 2.0278 2.5534 1.1279
H -2.4796 0.3225 -2.9471
H 5.4252 -1.7274 -3.4676
H 5.0266 -0.0230 -3.2621
H -1.1306 3.0349 -0.7894
H 3.1759 0.3874 -1.2846
H 2.1280 4.0349 2.0769
H 0.4791 0.7672 3.9485
H 0.5689 3.5703 1.3735
H 2.1588 1.7015 -3.9833
H 1.2080 -3.7891 -2.9247
H 5.6047 -0.9663 -1.8890
H 1.0219 2.6087 -1.9923
H 1.4122 4.1614 4.2312
H 0.9773 0.1000 -5.4603
H -2.5140 1.9509 -1.0240
H 2.4223 2.7857 4.7300
H 3.5582 -3.2314 -3.5314
H 0.6615 2.7954 5.0618
H -1.3278 -0.6047 -4.9061

Forces on atoms 1 to 3 (eV/Å):
Y 0.21 -0.27 -0.42
Br -0.18 -0.14 0.15
O 0.03 0.34 -0.10

***

No. 3
Below is a cluster of 2 separate species, C16H20Cl2N4O2 in total, with properties calculated with the ωB97M-V functional and the def2-TZVPD basis.

Values from the calculation:
Kohn-Sham gap: 0.3338 Eh
Lowest unoccupied orbital energy: 0.4 eV
E_HOMO: -0.320 Eh
Energy: -52017.8177 eV
Largest force on an atom: 1.92 eV Å⁻¹

Atoms and positions in Å:
Cl 1.8035 1.5596 -2.8243
Cl 1.4291 0.4064 -5.7829
O -0.6262 0.1950 0.9258
O -1.7362 2.2160 3.9299
N -0.7642 3.5084 2.3659
N 0.9342 -6.0456 -0.9510
N -0.2382 -4.1558 -1.0659
N 1.0170 1.0760 2.0933
C 1.8717 2.1034 2.6888
C 0.2460 -1.7282 -4.5760
C -1.0370 -5.1490 -1.5958
C -0.3036 -6.2973 -1.5253
C -0.5628 -2.7249 -0.9672
C -0.1431 1.2027 1.4306
C 0.8746 -0.4940 -4.3919
C 0.5963 -0.7339 -2.0003
C -1.0599 4.3848 4.6055
C -0.8915 2.5521 1.2603
C 1.0459 0.0082 -3.0954
C -0.4784 3.2563 -0.0403
C -1.2193 3.2718 3.5963
C 0.9508 -4.7603 -0.6819
C -0.2184 -2.4567 -3.4768
C -0.0455 -1.9679 -2.1713
H 2.8854 1.7138 2.8004
H -2.0414 -5.0511 -1.9937
H -0.7141 -3.4069 -3.6478
H -0.0096 4.6574 4.6834
H -1.6475 -2.5950 -0.8944
H 1.3341 0.1215 2.1684
H -1.9486 2.2935 1.1721
H -0.6424 -7.2716 -1.8649
H 1.7874 -4.2390 -0.2258
H 0.7463 -0.3288 -1.0071
H -0.1311 -2.3187 -0.0464
H 0.1136 -2.1142 -5.5821
H -1.0783 4.1556 -0.1873
H -0.3628 4.4093 2.1699
H -0.6457 2.5826 -0.8827
H 1.9090 2.9903 2.0547
H -1.4191 4.0349 5.5734
H 1.4922 2.3709 3.6768
H -1.6502 5.2439 4.2920
H 0.5782 3.5245 -0.0091

Forces on atoms 1 to 3 (eV/Å):
Cl -0.17 -0.42 -0.02
Cl -0.16 -0.28 0.36
O -0.31 0.31 -0.25

***

No. 4
Below is a structure of composition C16H20Cl4CoN2O4PS3, with properties calculated with the ωB97M-V functional and the def2-TZVPD basis.

Values from the calculation:
Kohn-Sham gap (alpha / beta): 0.3085 / 0.2148 Eh
Lowest unoccupied orbital energy (alpha / beta): 0.3 / -2.3 eV
E_HOMO (alpha / beta): -0.296 / -0.298 Eh
Multiplicity: 5
Energy: -157602.1294 eV
ΔE to the lowest compared entry with this formula, charge and spin: 0.0000 eV
Largest force on an atom: 0.77 eV Å⁻¹

Atoms and positions in Å:
Co -0.4901 1.1462 -1.3065
Cl -3.0042 -2.6041 -3.2599
Cl -6.2413 -1.3217 0.8800
Cl -5.4628 -3.2424 -1.4391
Cl -4.4809 1.1948 1.4972
S 0.5340 -0.6490 -0.3545
S 3.5803 -0.2729 0.9781
S 1.0527 2.6006 -2.0813
P 1.6785 -0.6223 1.3638
O -2.2141 1.4408 -0.3776
O -1.6407 -0.0976 -2.4385
O 1.0516 0.2251 2.5598
O 1.6024 -2.0629 2.0056
N 3.0283 0.6897 -2.2199
N 2.3291 1.3679 -4.1432
C 1.5651 2.0905 -5.1411
C -0.6319 1.9503 2.5225
C -4.8635 -0.9753 -0.0765
C 1.7531 2.5465 1.9985
C 2.1508 1.5019 -2.8129
C -4.5183 -1.8427 -1.1517
C 3.7497 0.0108 -3.1661
C -3.4338 -1.5714 -1.9561
C -4.1008 0.1396 0.1953
C -2.6292 -0.4317 -1.7216
C -2.9629 0.4340 -0.5845
C 0.5766 -2.5409 4.1470
C 0.8291 1.6408 2.7891
C 3.3215 0.4392 -4.3745
C 0.5279 -2.8084 2.6521
C -0.8660 -2.5561 2.1017
H 3.6266 0.1568 -5.3658
H 3.1151 0.5068 -1.2012
H 0.5179 1.7948 -5.0979
H 1.5392 3.5863 2.2492
H -1.5782 -3.1728 2.6526
H 1.6275 3.1591 -4.9480
H -1.2808 1.2402 3.0357
H 1.0357 1.7535 3.8556
H 4.4880 -0.7212 -2.8929
H 1.9667 1.8698 -6.1260
H -0.9272 -2.8064 1.0463
H -0.8401 1.9024 1.4561
H 0.3247 -1.5010 4.3525
H -1.1478 -1.5101 2.2283
H 1.5711 -2.7466 4.5422
H -0.1462 -3.1860 4.6471
H -0.8705 2.9553 2.8726
H 2.7956 2.3324 2.2192
H 1.5799 2.4109 0.9312
H 0.8123 -3.8433 2.4578

Forces on atoms 1 to 3 (eV/Å):
Co 0.16 -0.30 0.06
Cl 0.04 0.09 0.02
Cl 0.02 -0.04 -0.02